{"formula": "C24H33Cl2N4O3SV", "method": "ωB97M-V/def2-TZVPD", "largest_force_ev_per_a": 4.2, "molar_mass_g_mol": 579.470, "s2": 2.02, "homo_ev": [-7.62, -7.44], "spin_multiplicity": 3, "species": ["O", "C", "C", "C", "H", "C", "H", "C", "H", "C", "H", "C", "H", "H", "C", "C", "H", "H", "H", "C", "C", "H", "H", "H", "H", "V", "Cl", "Cl", "H", "H", "C", "C", "N", "H", "C", "O", "H", "H", "H", "H", "H", "H", "C", "C", "N", "H", "C", "O", "H", "H", "H", "H", "N", "C", "N", "C", "C", "C", "C", "C", "C", "S", "H", "H", "H", "H", "H", "H"], "coordinates": [[1.4376, -0.5547, -2.9381], [0.3488, -0.0425, -3.1016], [0.0644, 1.3846, -3.2862], [0.7126, 2.4427, -2.6121], [1.0872, 2.2765, -1.6034], [0.7981, 3.6650, -3.2745], [1.3908, 4.4662, -2.8249], [0.1698, 3.8492, -4.5040], [0.2942, 4.7817, -5.0405], [-0.6306, 2.8380, -5.0544], [-1.1386, 2.9788, -5.9982], [-0.7445, 1.6323, -4.3905], [-1.4090, 0.8397, -4.7626], [-0.5748, -0.6174, -3.0352], [-2.3897, -1.1226, -1.4716], [-1.7355, -0.1137, -0.6129], [-2.9669, -0.6790, -2.2964], [-3.1044, -1.6359, -0.8485], [-1.7873, -1.9156, -1.9404], [-2.1170, 1.2650, -0.6335], [-3.5547, 1.5189, -0.4452], [-1.6105, 2.1451, -1.0292], [-4.0151, 1.9534, -1.3359], [-3.7683, 2.1847, 0.3816], [-4.1199, 0.6279, -0.1707], [-1.3968, 0.3483, 1.0810], [0.3515, 1.8050, 0.9677], [-3.1238, -0.6720, 1.9537], [4.8241, 1.0237, -2.1478], [4.7756, 1.7819, 0.4714], [3.7576, 1.2675, -2.0333], [3.6786, 1.7263, 0.4103], [3.2857, 0.8741, -0.7112], [3.1626, 0.7278, -2.7830], [2.8781, -0.3872, -0.4610], [2.4437, -0.7669, 0.6334], [3.2475, 1.3131, 1.3258], [2.9813, -1.0728, -1.3293], [3.6300, 2.3460, -2.1696], [3.2956, 2.7385, 0.2474], [-0.3164, -5.5258, 1.3172], [1.5030, -5.6535, -0.6419], [-0.8936, -4.9792, 0.5604], [0.8617, -4.9782, -1.2189], [-0.0016, -4.2358, -0.3223], [-1.5845, -4.2837, 1.0462], [0.0745, -2.8934, -0.2187], [-0.5140, -2.2601, 0.6791], [1.4746, -4.2620, -1.7736], [0.6714, -2.3675, -1.0025], [-1.4491, -5.7137, -0.0296], [0.2580, -5.5719, -1.9124], [1.2424, -2.1137, 2.6307], [0.4719, -1.3018, 3.3478], [-0.2672, -0.2803, 2.8868], [-0.6748, 0.5775, 3.8965], [-1.4008, 1.7791, 3.7504], [-1.8888, 2.3891, 4.9081], [-1.6551, 1.8408, 6.1764], [-0.9116, 0.6657, 6.3045], [-0.4084, 0.0484, 5.1767], [0.4161, -1.5040, 5.1011], [1.7364, -2.8552, 3.1112], [1.5061, -1.8215, 1.6775], [-1.4779, 2.2522, 2.7548], [-2.4409, 3.3227, 4.8498], [-2.0483, 2.3129, 7.0706], [-0.7111, 0.1912, 7.2471]], "forces_ev_per_a": [[-0.521, 0.195, -0.350], [-0.385, -0.013, 1.551], [0.499, 0.669, 0.073], [-0.054, -0.420, -0.863], [0.334, -0.005, -0.326], [-0.063, -0.011, 0.560], [-0.366, -0.140, -0.134], [-0.157, -0.410, -0.357], [-0.015, -0.012, 0.039], [0.103, 0.731, 0.332], [-0.104, 0.168, 0.055], [0.056, -0.395, -0.292], [0.516, 0.247, -0.031], [-0.099, -0.664, -0.541], [-0.825, -0.482, -0.337], [-0.369, 1.285, -3.671], [0.198, 0.150, 0.200], [-0.413, -0.548, 0.306], [0.270, 0.320, 0.557], [-0.327, -0.709, 0.469], [-2.041, -0.007, -1.216], [0.793, -0.452, 0.695], [-0.284, 0.165, -0.074], [0.233, 0.485, 0.224], [0.063, -0.105, -0.247], [3.642, -0.544, 1.987], [0.381, 0.620, -0.306], [-1.202, -0.486, 0.480], [-0.136, 0.136, -0.066], [-0.189, -0.101, 0.029], [0.154, -0.526, -0.033], [-0.294, 0.073, -0.140], [0.377, -0.032, 0.313], [0.365, 0.317, 0.197], [-0.207, -0.084, 0.378], [0.675, 0.073, -1.046], [0.156, 0.183, -0.207], [-0.258, 0.358, 0.341], [-0.060, -0.210, 0.078], [-0.024, -0.137, 0.117], [-0.118, 0.133, -0.029], [0.023, 0.081, -0.149], [0.194, -0.024, -0.025], [-0.232, 0.140, 0.075], [-0.031, 0.236, -0.008], [0.235, -0.157, -0.109], [-0.996, 1.062, 1.238], [0.608, -0.812, -1.618], [-0.029, -0.241, 0.011], [-0.117, -0.436, 0.402], [0.007, 0.086, 0.014], [0.147, 0.029, -0.015], [-0.026, -0.041, 0.057], [-1.018, 1.241, -0.227], [1.323, -0.824, 0.020], [-0.103, -0.863, 0.769], [0.447, -0.252, 0.227], [0.242, -0.095, 0.029], [0.224, -0.390, -0.187], [-0.047, 0.146, -0.116], [-0.701, 0.430, 0.011], [-0.091, 0.877, -0.378], [-0.091, 0.372, -0.292], [-0.029, -0.209, 0.611], [-0.200, -0.221, 0.774], [0.065, -0.140, -0.144], [0.031, 0.033, -0.165], [-0.137, 0.156, 0.483]]}